[1]
This record from OMol25 describes a 2-piece molecular cluster, C4H9N overall at a distorted geometry. The level of theory is ωB97M-V/def2-TZVPD.

Bonds (Å) are listed after each position.
Element x y z (Å)
1 C 1.8015 -1.0076 0.6546  N2 1.275, H3 1.085, H4 1.089
2 N 2.6825 -0.4111 -0.0485  C1 1.275, H5 1.022
3 H 1.0361 -0.4765 1.2111  C1 1.085
4 H 1.8695 -2.0891 0.7588  C1 1.089
5 H 3.5383 -0.9687 -0.0299  N2 1.022
6 C -1.1289 0.4268 -1.4007  C7 1.499, H9 1.099, H10 1.103, H11 1.093
7 C -1.5838 0.0863 -0.0133  C6 1.499, C8 1.341, H12 1.094
8 C -1.8813 0.9977 0.9240  C7 1.341, H13 1.088, H14 1.092
9 H -0.1488 -0.0243 -1.6091  C6 1.099
10 H -0.8867 1.5024 -1.3995  C6 1.103
11 H -1.8451 0.2470 -2.2064  C6 1.093
12 H -1.7861 -0.9873 0.0369  C7 1.094
13 H -2.6471 0.9470 1.6948  C8 1.088
14 H -1.2020 1.8494 0.9956  C8 1.092

Properties
* SMILES: C=CC.C=N
* frontier orbital gap: 10.12 eV
* relative energy (zero: lowest compared OMol25 entry of this formula, charge and spin): 2.610 eV
* HOMO: -9.1 eV
* strongest force on any atom: 2.812 eV/A

---

[2]
This record from OMol25 describes C4H9N in the gas phase. The level of theory is ωB97M-V/def2-TZVPD.

Bonds (Å) are listed after each position.
Element x y z (Å)
1 C -1.8423 0.5276 -0.3893  C2 1.506, H6 1.096, H7 1.095, H8 1.093
2 C -0.5144 0.2841 0.2785  C1 1.506, C3 1.482, N4 1.452, H9 1.093
3 C -0.0376 -1.0664 0.6616  C2 1.482, N4 1.452, H10 1.089, H11 1.091
4 N 0.5270 -0.3790 -0.4858  C2 1.452, C3 1.452, C5 1.457
5 C 1.8880 0.1217 -0.3464  N4 1.457, H12 1.101, H13 1.095, H14 1.094
6 H -2.6365 0.6630 0.3536  C1 1.096
7 H -1.8045 1.4251 -1.0156  C1 1.095
8 H -2.1054 -0.3198 -1.0279  C1 1.093
9 H -0.1754 1.0903 0.9348  C2 1.093
10 H -0.6352 -1.9458 0.4272  C3 1.089
11 H 0.5667 -1.1530 1.5658  C3 1.091
12 H 1.9564 0.9940 0.3214  C5 1.101
13 H 2.5447 -0.6597 0.0505  C5 1.095
14 H 2.2686 0.4179 -1.3285  C5 1.094

Properties
* SMILES: C[C@H]1CN1C
* frontier orbital gap: 10.28 eV
* relative energy (zero: lowest compared OMol25 entry of this formula, charge and spin): 1.059 eV
* HOMO: -9.0 eV
* strongest force on any atom: 0.287 eV/A

---

Question: The highest HOMO belongs to which entry?
Answer: number 2

---

Repeat the first record exactly.
This record from OMol25 describes a 2-piece molecular cluster, C4H9N overall at a distorted geometry. The level of theory is ωB97M-V/def2-TZVPD.

Bonds (Å) are listed after each position.
Element x y z (Å)
1 C 1.8015 -1.0076 0.6546  N2 1.275, H3 1.085, H4 1.089
2 N 2.6825 -0.4111 -0.0485  C1 1.275, H5 1.022
3 H 1.0361 -0.4765 1.2111  C1 1.085
4 H 1.8695 -2.0891 0.7588  C1 1.089
5 H 3.5383 -0.9687 -0.0299  N2 1.022
6 C -1.1289 0.4268 -1.4007  C7 1.499, H9 1.099, H10 1.103, H11 1.093
7 C -1.5838 0.0863 -0.0133  C6 1.499, C8 1.341, H12 1.094
8 C -1.8813 0.9977 0.9240  C7 1.341, H13 1.088, H14 1.092
9 H -0.1488 -0.0243 -1.6091  C6 1.099
10 H -0.8867 1.5024 -1.3995  C6 1.103
11 H -1.8451 0.2470 -2.2064  C6 1.093
12 H -1.7861 -0.9873 0.0369  C7 1.094
13 H -2.6471 0.9470 1.6948  C8 1.088
14 H -1.2020 1.8494 0.9956  C8 1.092

Properties
* SMILES: C=CC.C=N
* frontier orbital gap: 10.12 eV
* relative energy (zero: lowest compared OMol25 entry of this formula, charge and spin): 2.610 eV
* HOMO: -9.1 eV
* strongest force on any atom: 2.812 eV/A

---

Question: What is the formula in the first record?
Answer: C4H9N